[1]
Density functional theory data (ωB97M-V/def2-TZVPD) for one molecule with the formula C5H12N2O.

Last column: natural (NBO) charge in e.
Element x y z (Å)
1 C 0.25 -0.22 -2.27  -0.427
2 N -1.13 -0.58 -2.00  -0.614
3 C -1.15 -1.09 -0.61  -0.250
4 C -0.93 -0.06 0.56  -0.270
5 N 0.37 0.03 1.20  -0.461
6 C 1.11 -1.23 1.22  -0.440
7 C 1.05 1.27 1.08  0.530
8 O 0.37 2.27 1.18  -0.573
9 H 0.70 0.35 -1.45  0.161
10 H 0.98 -1.02 -2.51  0.193
11 H 0.31 0.44 -3.15  0.205
12 H -1.74 0.23 -2.09  0.355
13 H -0.52 -1.96 -0.61  0.195
14 H -2.15 -1.51 -0.36  0.203
15 H -1.73 -0.22 1.29  0.202
16 H -1.35 0.90 0.19  0.236
17 H 1.59 -1.47 0.24  0.194
18 H 1.71 -1.38 2.14  0.218
19 H 0.43 -2.09 1.26  0.215
20 H 2.14 1.15 1.24  0.126

E_LUMO ... 0.87 eV
HOMO energy ... -8.77 eV
Orbital gap ... 9.640 eV
Charge ... 0
Structure (SMILES) ... CNCCN(C)C=O
Energy relative to the best compared isomer or geometry (same formula, charge and spin) ... 246.8 kJ/mol

---

[2]
Density functional theory data (ωB97M-V/def2-TZVPD) for one molecule with the formula C16H19FN2O4.

Last column: natural (NBO) charge in e.
Element x y z (Å)
1 C 2.17 -4.58 -3.99  -0.263
2 O 2.76 -3.58 -3.16  -0.494
3 C 2.40 -3.59 -1.88  0.788
4 O 1.64 -4.38 -1.38  -0.606
5 C 3.08 -2.48 -1.09  -0.334
6 N 2.51 -2.41 0.23  -0.611
7 C 1.89 -1.29 0.67  0.690
8 O 2.00 -0.21 0.11  -0.625
9 C 1.08 -1.50 1.94  -0.314
10 C -0.17 -2.34 1.63  -0.502
11 C -1.23 -1.28 1.31  0.683
12 O -2.28 -1.47 0.73  -0.622
13 N -0.80 -0.11 1.81  -0.429
14 C -1.47 1.14 1.56  -0.201
15 C -1.02 1.75 0.22  -0.433
16 C -1.65 3.09 0.02  -0.024
17 C -2.94 3.19 -0.49  -0.195
18 C -3.56 4.41 -0.65  -0.276
19 C -2.87 5.56 -0.28  0.392
20 F -3.46 6.76 -0.43  -0.328
21 C -1.59 5.50 0.24  -0.278
22 C -0.99 4.26 0.39  -0.197
23 C 0.50 -0.17 2.43  -0.204
24 H 1.09 -4.49 -3.97  0.199
25 H 2.56 -4.40 -4.99  0.200
26 H 2.45 -5.57 -3.63  0.194
27 H 4.16 -2.69 -1.05  0.224
28 H 2.94 -1.52 -1.58  0.265
29 H 2.26 -3.30 0.64  0.410
30 H 1.72 -1.97 2.69  0.232
31 H -0.06 -3.03 0.80  0.245
32 H -0.50 -2.91 2.50  0.235
33 H -1.26 1.83 2.39  0.199
34 H -2.55 0.94 1.52  0.228
35 H 0.07 1.84 0.22  0.224
36 H -1.31 1.07 -0.57  0.225
37 H -3.47 2.29 -0.78  0.219
38 H -4.56 4.50 -1.05  0.229
39 H -1.08 6.41 0.51  0.228
40 H 0.01 4.20 0.79  0.213
41 H 1.12 0.67 2.10  0.226
42 H 0.41 -0.14 3.52  0.189

E_LUMO ... 0.62 eV
HOMO energy ... -8.77 eV
Orbital gap ... 9.389 eV
Charge ... 0
Structure (SMILES) ... COC(=O)CNC(=O)[C@@H]1CC(=O)N(CCc2ccc(F)cc2)C1
Energy relative to the best compared isomer or geometry (same formula, charge and spin) ... 0.0 kJ/mol

---

[3]
Density functional theory data (ωB97M-V/def2-TZVPD) for C40H50CoF6IN3O12S2Si as an isolated structure.

Last column: Mulliken spin population.
Element x y z (Å)
1 Co -0.04 1.07 -0.68  2.709
2 O 2.34 1.48 5.82  0.000
3 C 1.00 1.85 5.54  -0.001
4 C 0.71 1.76 4.07  0.002
5 C -0.63 1.72 3.63  0.003
6 C -0.88 1.53 2.29  -0.004
7 N 0.08 1.37 1.39  0.011
8 C 1.39 1.42 1.78  -0.011
9 C 1.70 1.64 3.14  0.001
10 C 2.34 1.19 0.74  0.001
11 C 3.73 1.14 0.93  -0.002
12 C 4.58 0.94 -0.13  0.000
13 C 6.06 1.06 0.06  -0.001
14 O 6.43 2.35 0.54  0.000
15 C 4.01 0.76 -1.41  0.001
16 C 2.64 0.82 -1.54  -0.019
17 N 1.82 1.04 -0.53  0.048
18 H 2.46 1.46 6.77  0.000
19 H 0.81 2.88 5.90  0.000
20 H 0.31 1.18 6.08  0.000
21 H -1.45 1.85 4.33  0.000
22 H -1.89 1.48 1.90  0.003
23 H 2.73 1.69 3.45  -0.001
24 H 4.14 1.29 1.92  0.003
25 H 6.58 0.87 -0.89  0.000
26 H 6.43 0.34 0.80  0.001
27 H 5.66 2.93 0.43  -0.001
28 H 4.64 0.59 -2.27  0.000
29 H 2.17 0.73 -2.52  -0.001
30 F -0.17 5.05 -3.42  0.000
31 C -1.20 4.21 -3.62  0.002
32 F -1.96 4.26 -2.53  -0.001
33 F -1.91 4.73 -4.63  0.000
34 S -0.55 2.49 -4.16  0.004
35 O -0.47 1.64 -3.01  -0.035
36 O 0.70 2.83 -4.76  0.001
37 N -1.57 2.10 -5.30  0.001
38 S -3.12 2.11 -5.05  0.000
39 O -3.53 2.26 -3.69  0.000
40 O -3.83 2.90 -6.01  0.000
41 C -3.55 0.38 -5.66  0.000
42 F -4.79 0.00 -5.29  0.000
43 F -3.55 0.41 -7.01  0.000
44 F -2.71 -0.59 -5.31  0.000
45 C 0.35 3.34 -0.68  0.080
46 C 1.46 3.92 0.02  -0.029
47 C 1.38 4.38 1.35  0.028
48 C 2.46 4.94 1.99  -0.020
49 C 3.68 5.07 1.34  0.042
50 C 3.79 4.62 0.03  -0.016
51 C 2.72 4.05 -0.62  0.019
52 H 0.47 3.43 -1.75  -0.011
53 H -0.62 3.66 -0.31  0.002
54 H 0.43 4.30 1.87  0.002
55 H 2.36 5.29 3.01  0.000
56 H 4.53 5.52 1.84  0.005
57 H 4.73 4.74 -0.50  -0.001
58 H 2.82 3.69 -1.63  0.004
59 I -8.79 1.86 0.13  0.000
60 C -6.79 1.51 -0.46  0.000
61 C -5.79 2.31 0.07  0.000
62 C -4.47 2.03 -0.28  0.004
63 C -4.18 0.98 -1.13  -0.001
64 C -5.20 0.22 -1.67  -0.001
65 C -6.52 0.48 -1.34  0.000
66 C -2.74 0.61 -1.45  -0.017
67 O -2.52 -0.23 -2.31  0.005
68 O -1.89 1.20 -0.69  0.038
69 H -6.02 3.12 0.73  0.000
70 H -3.67 2.63 0.11  0.001
71 H -4.95 -0.58 -2.35  0.000
72 H -7.32 -0.12 -1.75  0.000
73 C 1.42 -5.33 -1.18  0.000
74 C 1.97 -3.90 -1.11  -0.002
75 C 3.50 -3.94 -0.95  0.000
76 C 1.59 -3.15 -2.39  -0.002
77 O 1.47 -3.25 0.03  -0.003
78 Si 0.05 -2.41 0.19  0.055
79 O 0.07 -0.96 -0.40  0.069
80 O -0.27 -2.54 1.82  0.011
81 C 0.57 -2.69 2.93  -0.001
82 C 0.83 -4.18 3.18  0.000
83 C -0.16 -2.08 4.13  -0.002
84 C 1.91 -1.98 2.72  0.004
85 O -1.04 -3.44 -0.52  0.014
86 C -2.38 -3.71 -0.17  0.002
87 C -3.10 -2.44 0.27  -0.001
88 C -3.06 -4.29 -1.41  0.000
89 C -2.39 -4.74 0.97  0.000
90 H 1.80 -5.87 -2.04  0.000
91 H 0.33 -5.27 -1.24  0.000
92 H 1.69 -5.88 -0.27  0.000
93 H 3.97 -4.45 -1.79  0.000
94 H 3.76 -4.46 -0.03  0.000
95 H 3.87 -2.92 -0.89  0.000
96 H 2.04 -3.62 -3.26  0.000
97 H 1.92 -2.12 -2.31  0.001
98 H 0.51 -3.14 -2.49  0.000
99 H -0.10 -4.70 3.42  0.000
100 H 1.54 -4.33 4.00  0.000
101 H 1.23 -4.61 2.26  0.000
102 H -1.09 -2.62 4.31  0.000
103 H -0.40 -1.04 3.91  0.002
104 H 0.46 -2.13 5.02  0.000
105 H 2.52 -2.54 2.02  0.001
106 H 2.44 -1.84 3.66  0.000
107 H 1.71 -1.01 2.28  -0.002
108 H -2.96 -1.69 -0.51  0.002
109 H -2.64 -2.06 1.18  0.001
110 H -4.16 -2.63 0.43  0.000
111 H -3.02 -3.55 -2.21  0.000
112 H -4.10 -4.54 -1.19  0.000
113 H -2.54 -5.19 -1.74  0.000
114 H -1.89 -4.31 1.83  0.000
115 H -1.84 -5.63 0.66  0.000
116 H -3.41 -5.02 1.24  0.000

E_LUMO (alpha / beta) ... 3.36 / 3.36 eV
Multiplicity ... 4
Expectation value of S² ... 3.7653
HOMO energy (alpha / beta) ... -1.14 / -2.11 eV
Orbital gap (alpha / beta) ... 4.497 / 5.463 eV
Charge ... -2

---

[4]
Density functional theory data (ωB97M-V/def2-TZVPD) for C31H43Cl2MoN2O2P3 as an isolated structure.

Last column: Mulliken spin population.
Element x y z (Å)
1 P 2.16 2.03 -2.43  0.475
2 C 1.12 1.59 -3.77  0.090
3 C 0.92 2.86 -4.37  0.091
4 H 0.98 3.75 -3.74  -0.001
5 C 0.87 3.01 -5.75  -0.033
6 H 0.90 4.01 -6.18  -0.001
7 C 0.79 1.87 -6.56  0.091
8 H 0.76 2.00 -7.65  0.001
9 C 0.73 0.61 -5.96  0.032
10 H 0.60 -0.25 -6.63  0.003
11 C 0.86 0.44 -4.56  -0.014
12 H 0.76 -0.57 -4.14  -0.005
13 C 1.24 2.63 -1.01  0.065
14 C -0.11 3.04 -0.93  0.040
15 H -0.86 2.66 -1.63  0.001
16 C -0.51 3.99 0.03  -0.011
17 H -1.53 4.38 0.06  0.002
18 C 0.40 4.49 0.97  0.052
19 H 0.12 5.27 1.68  0.001
20 C 1.70 3.95 1.01  -0.025
21 H 2.43 4.31 1.74  0.000
22 C 2.06 2.96 0.09  0.050
23 H 3.06 2.53 0.17  0.000
24 C 3.10 0.49 -1.82  0.052
25 C 4.33 1.00 -2.24  0.006
26 H 4.31 1.94 -2.82  0.007
27 C 5.56 0.45 -1.89  0.002
28 H 6.46 0.96 -2.20  0.000
29 C 5.59 -0.74 -1.15  0.004
30 H 6.55 -1.18 -0.89  0.000
31 C 4.38 -1.32 -0.76  0.008
32 H 4.40 -2.26 -0.22  0.001
33 C 3.12 -0.73 -1.08  0.009
34 H 2.27 -1.33 -0.76  0.003
35 Mo -2.12 -1.82 0.28  1.036
36 C -1.91 -1.16 2.21  -0.048
37 C -0.85 -0.34 2.54  0.091
38 H -2.71 -1.21 2.95  -0.027
39 C 0.27 -0.12 1.54  -0.028
40 O 1.50 -0.67 2.05  0.001
41 H 2.08 -0.70 1.28  0.003
42 C -0.26 -0.89 0.40  -0.055
43 H 0.35 0.96 1.22  0.018
44 C -0.41 -1.80 -0.51  -0.042
45 Cl -2.89 -3.93 1.18  0.018
46 Cl -2.69 -2.53 -2.08  0.054
47 P -3.57 -0.09 -0.34  -0.044
48 C -5.07 -1.12 -0.70  0.010
49 H -5.28 -1.79 0.14  0.000
50 H -4.87 -1.75 -1.58  -0.001
51 H -5.96 -0.52 -0.93  0.000
52 C -4.20 1.01 0.96  0.009
53 H -3.43 1.74 1.23  0.001
54 H -4.42 0.43 1.87  0.001
55 H -5.11 1.58 0.71  -0.001
56 C -3.53 1.02 -1.79  0.002
57 H -3.07 0.52 -2.64  0.000
58 H -2.92 1.91 -1.59  -0.001
59 H -4.49 1.40 -2.14  0.000
60 P -0.63 0.25 4.24  -0.005
61 C -2.07 -0.37 5.11  -0.001
62 C -0.55 2.05 4.23  0.011
63 H -2.11 -1.46 4.98  0.001
64 H -2.97 0.09 4.68  0.001
65 H -1.99 -0.12 6.17  0.000
66 H 0.20 2.38 3.50  -0.003
67 H -0.29 2.42 5.23  0.001
68 H -1.54 2.44 3.94  -0.001
69 C 0.89 -0.42 4.96  0.007
70 H 0.84 -1.51 4.96  -0.001
71 H 1.00 -0.06 6.00  0.000
72 H 1.75 -0.10 4.36  0.000
73 H 0.19 -1.93 -1.44  -0.005
74 C 0.07 -5.03 2.36  -0.001
75 N 0.15 -5.27 0.95  -0.001
76 C 0.82 -4.41 0.11  0.001
77 N 0.51 -4.60 -1.22  0.000
78 O 1.66 -3.58 0.51  0.000
79 H 0.28 -3.97 2.58  0.002
80 H 0.80 -5.65 2.89  0.000
81 H -0.93 -5.28 2.72  0.000
82 H -0.39 -6.01 0.54  0.000
83 H 0.76 -3.81 -1.81  0.000
84 H -0.40 -5.00 -1.44  0.000

E_LUMO (alpha / beta) ... -5.74 / -8.64 eV
Multiplicity ... 3
Expectation value of S² ... 2.0325
HOMO energy (alpha / beta) ... -13.05 / -13.18 eV
Orbital gap (alpha / beta) ... 7.312 / 4.534 eV
Charge ... +2
Energy relative to the best compared isomer or geometry (same formula, charge and spin) ... 606.3 kJ/mol

---

[5]
Density functional theory data (ωB97M-V/def2-TZVPD) for a 2-piece molecular cluster, C3BrClF4 overall.

Last column: natural (NBO) charge in e.
Element x y z (Å)
1 C 0.51 -0.63 -0.25  -0.320
2 C 0.93 -0.64 -1.52  0.688
3 C -1.73 -0.69 -0.37  0.589
4 F 2.22 -0.46 -1.89  -0.317
5 F 0.25 -0.83 -2.60  -0.274
6 F -2.03 -1.12 -1.58  -0.305
7 F -2.02 -1.67 0.56  -0.345
8 Cl 0.93 -0.42 1.24  0.185
9 Br -2.43 0.93 0.23  0.100

E_LUMO ... -0.25 eV
HOMO energy ... -9.60 eV
Orbital gap ... 9.349 eV
Charge ... 0
Energy relative to the best compared isomer or geometry (same formula, charge and spin) ... 250.4 kJ/mol

---

[6]
Density functional theory data (ωB97M-V/def2-TZVPD) for one molecule with the formula C4H4N2O.

Last column: natural (NBO) charge in e.
Element x y z (Å)
1 C 2.08 -2.40 -0.34  -0.173
2 C 1.21 -1.62 -0.80  -0.117
3 C -0.01 -0.97 -1.24  -0.067
4 N -0.71 -0.01 -0.66  -0.148
5 N -0.34 0.42 0.50  -0.437
6 C -0.63 1.62 1.16  0.533
7 O -1.47 2.51 0.94  -0.544
8 H 2.94 -2.78 0.18  0.246
9 H -0.33 -1.35 -2.24  0.227
10 H 0.48 -0.12 0.87  0.374
11 H 0.08 1.57 2.11  0.107

E_LUMO ... -0.42 eV
HOMO energy ... -9.35 eV
Orbital gap ... 8.930 eV
Charge ... 0
Structure (SMILES) ... C#C/C=N\NC=O
Energy relative to the best compared isomer or geometry (same formula, charge and spin) ... 385.1 kJ/mol